C23H50BFINO4 | ωB97M-V/def2-TZVPD

Geometry as XYZ:
```
81
Properties=species:S:1:pos:R:3:lowdin_charge:R:1
C 4.41504 -1.64492 -0.46655 -0.10
C 4.95991 -0.63093 -1.48213 -0.24
C 4.49230 -0.82538 -2.93505 -0.21
C 3.26220 0.00485 -3.31122 -0.19
C 1.96654 -0.53161 -2.67915 -0.16
C 0.95788 0.54849 -2.30975 -0.29
C 1.60705 1.63331 -1.40798 -0.13
O 0.72675 2.09277 -0.38682 -0.14
C 1.32147 2.22606 0.88165 -0.19
C 2.17200 3.49263 1.05726 -0.05
C 3.53206 3.36788 0.43425 -0.48
O 4.47845 2.83194 0.87697 0.18
F 3.59262 3.94902 -0.79571 0.08
O -0.22921 0.03282 -1.73154 -0.16
C -0.09944 -0.63072 -0.52417 -0.60
I -0.17799 -2.80856 -0.79283 0.87
B -1.25773 -0.16251 0.48470 -0.73
N -1.54886 -0.88113 1.66537 0.20
O -1.99826 0.94831 0.13651 0.13
H 4.24094 -2.61303 -0.94145 0.07
H 5.10232 -1.77599 0.36966 0.07
H 3.45688 -1.32556 -0.04688 0.05
H 6.05080 -0.67540 -1.45900 0.10
H 4.70153 0.38282 -1.15640 0.09
H 4.29181 -1.88508 -3.12466 0.11
H 5.30868 -0.52414 -3.59585 0.11
H 3.46904 1.04011 -3.02106 0.10
H 3.16157 0.01226 -4.39957 0.11
H 2.20363 -1.14266 -1.80580 0.06
H 1.48419 -1.20418 -3.39275 0.12
H 0.61092 1.01725 -3.23227 0.15
H 1.90049 2.47941 -2.03242 0.13
H 2.52616 1.23633 -0.95581 0.11
H 1.93060 1.34432 1.12443 0.14
H 0.50725 2.26818 1.60676 0.13
H 2.33621 3.63191 2.12695 0.13
H 1.64863 4.36694 0.67244 0.13
H 0.89467 -0.48093 -0.09114 0.07
H -0.80910 -1.32217 2.19101 0.05
H -2.22841 -0.44314 2.27191 0.09
H -1.44998 1.73531 0.04027 0.09
C -2.33610 1.87614 -3.34702 -0.11
C -2.98434 3.01317 -4.12838 -0.26
C -3.55470 4.10952 -3.22932 -0.23
C -4.65509 3.64465 -2.27270 -0.23
C -5.86291 2.99945 -2.95026 -0.27
C -6.60135 3.93548 -3.90141 -0.11
H -3.04657 1.37058 -2.69320 0.07
H -1.91908 1.12129 -4.01598 0.08
H -1.52369 2.24870 -2.71814 0.07
H -3.76919 2.61314 -4.77677 0.10
H -2.24402 3.46394 -4.79553 0.10
H -3.92964 4.92548 -3.85359 0.10
H -2.73982 4.53722 -2.63535 0.11
H -4.99518 4.50706 -1.68971 0.11
H -4.23622 2.93900 -1.55008 0.10
H -6.55408 2.66037 -2.17431 0.10
H -5.55180 2.10051 -3.48956 0.10
H -6.95754 4.82349 -3.37419 0.07
H -7.46676 3.44184 -4.34551 0.07
H -5.96002 4.26794 -4.71931 0.06
C 1.27639 -3.04084 3.10985 -0.12
C 1.41170 -4.30285 3.95485 -0.26
C 0.09146 -5.05197 4.13285 -0.22
C -1.00720 -4.25873 4.84334 -0.23
C -0.63407 -3.74751 6.23416 -0.27
C -0.31157 -4.85993 7.22622 -0.11
H 0.59847 -2.32408 3.58142 0.06
H 2.24085 -2.54580 2.98212 0.07
H 0.88643 -3.28206 2.11802 0.02
H 1.83653 -4.04992 4.93046 0.10
H 2.12972 -4.97471 3.47792 0.11
H 0.28198 -5.98220 4.67475 0.10
H -0.28146 -5.34891 3.14766 0.11
H -1.89481 -4.89380 4.92519 0.11
H -1.30547 -3.41089 4.21986 0.09
H -1.46797 -3.15548 6.62067 0.10
H 0.21602 -3.06229 6.16555 0.10
H -1.16231 -5.53496 7.34221 0.08
H -0.07226 -4.45278 8.20939 0.07
H 0.54406 -5.45410 6.90170 0.06
```

Output
* multiplicity: 1
* orbital gap: 9.30 eV
* HOMO energy: -0.3299 hartree
* charge: 0
* DFT total energy: -45839.3429 eV
* SMILES: CCCCC[C@H](COCCC(=O)F)O[C@H](I)B(N)O.CCCCCC.CCCCCC

C23H50Br2F3N4O10P2 | ωB97M-V/def2-TZVPD

Geometry as XYZ:
```
94
Properties=species:S:1:pos:R:3:lowdin_charge:R:1
C -3.33722 -4.90981 0.87477 -0.05
N -3.00196 -3.65461 0.18013 -0.13
C -3.33359 -3.78013 -1.26986 -0.04
C -3.71586 -2.58454 0.71145 -0.45
O -4.48954 -2.65278 1.64060 0.12
C -3.45168 -1.23797 0.00258 -0.05
N -3.68868 -0.11354 0.89522 0.00
C -4.97378 0.59014 0.74764 -0.06
C -4.97358 1.46422 -0.54354 -0.20
O -5.94500 0.99774 -1.46320 -0.04
C -2.79075 0.21581 1.77460 -0.34
N -3.01940 1.24538 2.63741 0.23
N -1.61598 -0.55222 1.80593 0.08
C -0.42583 0.17230 1.27324 -0.17
C -0.72214 1.12824 0.10438 -0.18
C 0.42129 1.14472 -0.92830 -0.79
F 0.12963 2.16405 -1.77659 0.02
Br 0.29679 -0.48920 -1.98248 0.85
C 1.82220 1.40768 -0.28227 -0.90
F 2.51285 2.17081 -1.14696 0.05
F 1.69086 2.12197 0.84102 0.06
Br 2.93969 -0.16321 -0.00979 0.83
H -4.40671 -5.02427 1.06259 0.10
H -2.74891 -4.97530 1.78799 0.10
H -3.04061 -5.74819 0.24517 0.09
H -4.42200 -3.73063 -1.38871 0.11
H -2.95612 -4.72439 -1.65034 0.09
H -2.84993 -2.99757 -1.85752 0.08
H -4.11501 -1.18044 -0.86210 0.13
H -2.44556 -1.28991 -0.40949 0.10
H -5.25367 1.13448 1.64534 0.13
H -5.71886 -0.19380 0.60525 0.14
H -5.19298 2.50434 -0.31493 0.13
H -4.00349 1.37254 -1.04752 0.12
H -5.61431 0.20402 -1.89040 0.08
H -2.27238 1.37079 3.30713 0.12
H -3.27485 2.11353 2.18348 0.13
H -1.42587 -0.72691 2.79134 0.15
H 0.25721 -0.59481 0.90106 0.08
H 0.12574 0.69648 2.05719 0.12
H -0.78597 2.15596 0.47472 0.13
H -1.61652 0.88429 -0.46575 0.09
O 1.14289 6.27126 6.40639 -0.21
P 1.52815 4.83784 6.50194 0.59
O 0.51758 4.09683 5.43129 -0.21
C 0.46721 4.58069 4.09361 -0.29
C 1.65416 4.10728 3.27259 -0.08
O 0.83266 4.44195 7.93089 -0.23
C 0.58001 5.42785 8.94035 -0.28
C -0.88804 5.79298 8.96146 -0.07
O 2.58901 3.61586 6.62222 -0.21
C 2.15828 2.28159 6.92769 -0.26
C 2.29256 1.38132 5.71640 -0.07
H 0.40675 5.67086 4.08200 0.11
H -0.46101 4.20240 3.65664 0.10
H 2.59835 4.40154 3.73566 0.08
H 1.61503 4.52501 2.26554 0.08
H 1.66216 3.01996 3.19435 0.05
H 1.20485 6.30734 8.79480 0.11
H 0.86523 4.98468 9.89593 0.12
H -1.22181 6.14462 7.98471 0.07
H -1.08601 6.57286 9.69775 0.08
H -1.49413 4.91969 9.20868 0.08
H 1.14177 2.24952 7.30867 0.11
H 2.81565 1.92554 7.72124 0.13
H 1.49067 1.57578 5.00194 0.05
H 2.22444 0.33397 6.01605 0.08
H 3.24002 1.54745 5.20325 0.09
O 2.42590 -4.55548 -5.10445 -0.22
P 3.10557 -3.79484 -6.19117 0.58
O 2.28367 -2.37158 -6.24001 -0.20
C 2.13971 -1.62765 -5.03608 -0.32
C 3.40492 -0.86442 -4.68401 -0.07
O 2.49959 -4.56551 -7.50564 -0.23
C 2.03637 -5.91709 -7.43584 -0.28
C 0.52363 -5.95233 -7.40940 -0.08
O 4.40243 -3.29347 -7.01663 -0.21
C 4.27275 -2.64683 -8.29733 -0.25
C 4.61243 -1.17556 -8.19435 -0.07
H 1.85218 -2.28708 -4.21176 0.09
H 1.31752 -0.92647 -5.19184 0.11
H 4.26214 -1.53795 -4.60650 0.08
H 3.28623 -0.33945 -3.73405 0.06
H 3.64267 -0.13096 -5.45379 0.07
H 2.45976 -6.43359 -6.57571 0.10
H 2.40249 -6.42581 -8.32940 0.12
H 0.12974 -5.36384 -6.57995 0.07
H 0.15803 -6.97604 -7.31465 0.08
H 0.11671 -5.52136 -8.32546 0.08
H 3.28498 -2.77489 -8.72942 0.11
H 4.98493 -3.14183 -8.95802 0.13
H 3.79610 -0.62222 -7.73094 0.06
H 4.77365 -0.75605 -9.18822 0.08
H 5.50512 -1.01788 -7.58845 0.08
```

Output
* multiplicity: 1
* orbital gap: 8.35 eV
* HOMO energy: -0.4284 hartree
* charge: +1
* DFT total energy: -217907.4482 eV

Q: What is the orbital gap in the second record?
A: 8.35 eV